The following is a DFT calculation (wB97M-V/def2-TZVPD) of one molecule with the formula C13H12ClN3O2.

XYZ file:
```
31
Properties=species:S:1:pos:R:3:forces:R:3:lowdin_charge:R:1
C -4.0459 -1.7919 0.3997 0.0 -0.2 0.0 0.004
N -3.2380 -0.5979 0.3766 -0.2 -0.1 0.0 0.011
C -3.7840 0.6819 0.2130 0.0 0.0 0.1 -0.505
O -4.9516 0.9314 0.0721 -0.4 0.0 -0.1 0.098
N -2.7405 1.5421 0.2619 0.2 0.3 0.0 0.128
C -1.4641 0.8913 0.4001 0.3 0.1 -0.1 -0.183
C -0.5326 1.1370 -0.8134 0.1 0.0 0.4 -0.067
C 0.9104 1.1450 -0.4312 0.0 0.3 -0.1 -0.180
C 1.6323 2.2405 -0.0470 -0.5 -0.1 -0.2 -0.045
N 2.9184 1.8833 0.2352 0.5 0.2 0.2 0.082
C 3.0535 0.5434 0.0386 -0.2 -0.5 -0.1 -0.241
C 4.1568 -0.2890 0.1835 0.0 -0.2 0.0 -0.603
Cl 5.6760 0.3794 0.6963 0.0 0.1 0.0 0.670
C 4.0154 -1.6310 -0.0859 0.1 0.2 0.1 -0.110
C 2.7787 -2.1405 -0.4951 -0.1 -0.1 -0.1 -0.083
C 1.6743 -1.3349 -0.6470 0.1 0.0 0.0 -0.021
C 1.8018 0.0291 -0.3801 0.5 0.1 0.1 -0.114
C -1.8811 -0.5751 0.5204 -0.1 0.4 0.1 -0.386
O -1.1757 -1.5352 0.6880 0.2 -0.2 0.0 0.114
H -3.8369 -2.4077 -0.4763 0.0 0.0 0.1 0.099
H -3.8268 -2.3686 1.2981 0.0 0.0 0.0 0.098
H -5.0889 -1.4802 0.3931 0.1 0.0 0.0 0.092
H -2.8526 2.5326 0.1359 -0.1 -0.1 0.0 0.158
H -0.9531 1.2112 1.3167 -0.1 -0.1 -0.1 0.165
H -0.7133 0.3736 -1.5714 -0.1 0.1 -0.1 0.130
H -0.7936 2.1091 -1.2383 0.0 -0.1 0.0 0.119
H 1.3164 3.2631 0.0370 0.0 0.2 0.0 0.124
H 3.6586 2.4979 0.5292 -0.1 -0.1 0.0 0.142
H 4.8611 -2.2917 0.0222 0.1 0.0 0.0 0.102
H 2.7007 -3.1987 -0.6911 0.0 -0.1 0.0 0.102
H 0.7244 -1.7496 -0.9406 -0.1 -0.1 0.0 0.100
```
Positions in Å, forces in eV/Å.

Output
* E_tot: -34765.4443 eV
* energy relative to the best compared isomer or geometry (same formula, charge and spin): 0.0 kJ/mol
* strongest force on any atom: 0.010 Eh/bohr
* Kohn-Sham gap: 8.6779 eV
* SMILES: CN1C(=O)N[C@H](Cc2c[nH]c3c(Cl)cccc23)C1=O



The following is a DFT calculation (wB97M-V/def2-TZVPD) of one molecule with the formula C13H12N2O2.

XYZ file:
```
29
Properties=species:S:1:pos:R:3:forces:R:3:lowdin_charge:R:1
O 1.0698 -3.5925 -0.8274 3.9 -2.1 0.4 0.143
C 0.0921 -2.9781 -0.8066 -5.5 3.3 -0.7 -0.349
C -1.2833 -3.5916 -1.3399 3.5 0.5 -0.9 -0.110
C -2.0604 -2.6480 -2.1939 0.4 1.8 0.8 -0.183
C -2.4092 -1.2793 -1.5239 0.3 -1.3 1.6 -0.089
C -1.1938 -0.7654 -0.7902 -0.2 -0.4 -1.0 -0.141
C -0.0645 -1.4930 -0.5107 0.2 -0.1 1.2 -0.107
N 0.8631 -0.6735 0.1599 -0.8 -2.4 -1.6 0.180
C 0.3460 0.4883 0.1656 0.3 2.3 0.6 -0.253
C 1.1104 1.4885 0.9262 0.4 0.8 1.3 -0.147
C 0.9690 2.8665 0.8614 -1.2 1.1 -1.8 -0.059
C 1.6353 3.7559 1.6983 1.0 0.3 0.2 -0.079
C 2.5760 3.2246 2.6066 0.5 3.5 -0.1 -0.116
C 2.7781 1.8965 2.6819 -0.5 -1.2 0.6 -0.111
C 2.0266 1.0430 1.8938 0.3 -1.9 0.3 -0.026
N -0.8916 0.5746 -0.5227 -0.6 -0.4 0.5 0.042
O -1.9462 1.6122 -0.6207 2.1 -1.3 0.5 0.043
H -0.8507 -4.3188 -2.0400 -0.5 -0.5 0.4 0.121
H -1.8179 -4.0518 -0.5686 -0.9 -0.7 1.2 0.099
H -2.9024 -3.2189 -2.4890 -1.2 0.1 -0.8 0.100
H -1.4271 -2.3864 -3.0291 0.0 -0.2 -0.6 0.120
H -2.5538 -0.5119 -2.2129 -1.0 1.0 -1.6 0.086
H -3.3167 -1.3816 -0.8829 0.7 0.3 -0.2 0.134
H 0.3591 3.2463 -0.0153 0.5 -0.1 1.4 0.115
H 1.5593 4.8657 1.6190 -0.2 -1.2 -0.1 0.113
H 3.2687 3.9293 3.1752 -1.3 -0.9 -0.6 0.127
H 3.3739 1.5265 3.5103 0.3 -0.3 -0.5 0.110
H 2.2083 -0.0389 2.0814 -0.5 0.9 -0.5 0.125
H -1.5184 2.4120 -1.0058 0.0 -1.0 0.2 0.110
```
Positions in Å, forces in eV/Å.

Output
* E_tot: -20747.9642 eV
* energy relative to the best compared isomer or geometry (same formula, charge and spin): 299.0 kJ/mol
* strongest force on any atom: 0.124 Eh/bohr
* Kohn-Sham gap: 8.7308 eV
* SMILES: O=C1CCCc2c1nc(-c1ccccc1)n2O



The following is a DFT calculation (wB97M-V/def2-TZVPD) of one molecule with the formula C13H12N2OS.

XYZ file:
```
29
Properties=species:S:1:pos:R:3:forces:R:3:lowdin_charge:R:1
C -2.2104 -3.1978 -2.1879 0.3 1.0 -0.2 -0.110
C -0.8727 -3.4139 -1.5180 1.0 -0.3 0.5 -0.258
C -0.4236 -2.2661 -0.6304 -0.1 1.5 -0.8 -0.554
N -0.4100 -1.0323 -1.1001 0.5 -1.2 2.1 0.113
C 0.0964 -0.1608 -0.1152 -0.1 -0.3 -0.6 -0.250
C 0.1494 1.2783 -0.3160 0.2 -0.1 1.1 -0.116
C -0.3285 1.8682 -1.4697 -0.4 -0.9 -1.3 -0.044
C -0.2998 3.2192 -1.6663 -0.5 0.5 -1.2 -0.088
C 0.2474 4.0512 -0.7017 -0.3 0.0 0.3 -0.083
C 0.6511 3.4862 0.5016 0.4 0.2 0.8 -0.005
C 0.6275 2.0826 0.7456 -0.5 -0.3 -1.3 -0.045
C 1.1208 1.4085 1.9856 1.0 1.4 0.8 -0.371
O 1.6459 2.0701 2.8756 -0.3 -0.3 0.0 0.052
N 1.0837 0.0273 2.1159 -1.1 -0.9 -1.1 -0.055
C 1.6300 -0.6293 3.3244 0.5 0.2 -0.3 -0.019
C 0.5217 -0.7235 1.0574 -0.1 -0.1 0.3 -0.416
S 0.1630 -2.4514 1.0436 0.1 0.9 -0.9 1.074
H -2.3757 -4.0389 -2.8331 -0.4 -0.4 -0.3 0.064
H -2.1872 -2.2786 -2.7989 -0.1 -0.4 0.3 0.080
H -2.9921 -3.1176 -1.4373 -0.2 0.0 -0.1 0.078
H -0.9451 -4.3252 -0.9178 0.2 0.0 0.0 0.098
H -0.0769 -3.5865 -2.2824 -0.5 0.1 0.6 0.126
H -0.6995 1.2116 -2.2661 0.0 0.3 0.4 0.116
H -0.7411 3.6227 -2.6082 0.6 -0.2 0.9 0.121
H 0.2875 5.1310 -0.8981 0.1 -0.5 0.4 0.111
H 0.9734 4.1969 1.2663 0.1 -0.6 0.0 0.118
H 1.4034 -1.7077 3.2904 -0.2 0.6 0.0 0.057
H 2.7397 -0.5575 3.2956 -0.7 0.2 0.3 0.106
H 1.2218 -0.1667 4.2453 0.3 -0.2 -0.7 0.104
```
Positions in Å, forces in eV/Å.

Output
* E_tot: -29539.3736 eV
* energy relative to the best compared isomer or geometry (same formula, charge and spin): 42.5 kJ/mol
* strongest force on any atom: 0.048 Eh/bohr
* Kohn-Sham gap: 8.5130 eV
* SMILES: CCc1nc2c3ccccc3c(=O)n(C)c2s1



The following is a DFT calculation (wB97M-V/def2-TZVPD) of one molecule with the formula C13H12O4S.

XYZ file:
```
30
Properties=species:S:1:pos:R:3:forces:R:3:lowdin_charge:R:1
C -1.3356 -3.5557 2.7963 -0.8 2.7 -1.7 0.158
C -1.5024 -2.6276 1.7833 4.5 -3.6 2.0 -0.202
C -0.4908 -2.2533 0.6597 -0.3 -1.1 0.6 -0.015
C -1.2237 -0.9963 0.1448 1.6 1.8 -0.5 -0.349
C -1.3220 -0.5711 -1.3607 0.3 -2.4 -1.1 -0.092
C -0.0611 -0.3823 -2.2836 -1.4 1.1 1.5 -0.178
S 1.2571 0.1993 -1.2182 3.7 -0.9 -1.5 0.755
O 2.0207 -1.0057 -0.7834 -1.6 2.1 -0.5 -0.329
O 1.9869 1.2376 -1.9714 -1.1 -1.1 1.4 -0.339
C 0.5332 0.9035 0.2267 -1.9 1.9 1.8 -0.217
C 0.8560 2.2315 0.7303 -0.2 -2.0 -0.2 0.002
C 0.2370 2.7507 1.9198 0.7 -0.7 -0.9 -0.070
C -0.8269 2.0541 2.5061 0.3 -0.9 -1.4 -0.050
C -1.1922 0.7649 1.9918 1.5 1.6 -0.7 0.027
C -0.5391 0.2192 0.8470 -1.5 0.5 1.0 -0.116
O -2.6114 -1.1731 0.5088 -0.1 0.9 0.0 0.080
C -2.7401 -2.0713 1.5037 -4.5 -1.6 -0.4 -0.484
O -3.8124 -2.5448 1.9013 1.7 2.1 -0.7 0.107
H -0.3261 -3.9157 2.9646 -0.4 -0.4 0.3 0.076
H -2.2365 -3.7253 3.4318 1.1 -0.2 -0.4 0.098
H -0.3772 -3.1198 -0.0431 -0.5 0.9 0.3 0.149
H 0.5381 -2.0742 1.0303 -0.7 0.2 -0.2 0.128
H -1.9111 -1.3786 -1.7843 0.1 -0.4 -0.3 0.122
H -1.9638 0.2331 -1.5706 -0.8 1.5 0.9 0.110
H -0.1921 0.2999 -3.1433 -0.2 0.4 1.0 0.117
H 0.1288 -1.2791 -2.7940 1.2 -1.5 0.1 0.085
H 1.5730 2.6829 0.0447 0.1 0.7 0.8 0.102
H 0.5648 3.6404 2.4998 -0.1 -0.4 -1.3 0.114
H -1.3901 2.6790 3.2084 0.0 -1.1 0.3 0.110
H -1.9966 0.2160 2.4195 -0.6 -0.1 0.2 0.101
```
Positions in Å, forces in eV/Å.

Output
* E_tot: -32698.0682 eV
* energy relative to the best compared isomer or geometry (same formula, charge and spin): 340.9 kJ/mol
* strongest force on any atom: 0.118 Eh/bohr
* Kohn-Sham gap: 9.5565 eV
* SMILES: C=C1C[C@@]2(CCS(=O)(=O)c3ccccc32)OC1=O



The following is a DFT calculation (wB97M-V/def2-TZVPD) of a 2-piece molecular cluster, C13H13BrF3N2O5S2 overall.

XYZ file:
```
39
Properties=species:S:1:pos:R:3:forces:R:3:lowdin_charge:R:1
O 2.4372 -0.7274 0.4645 3.0 4.3 2.3 -0.001
C 3.1425 0.1655 0.9688 -2.6 -2.7 -2.4 -0.670
Br 4.6058 -0.4382 2.2198 -0.7 0.7 -0.7 0.599
C 3.0296 1.7360 0.6948 0.2 0.7 1.0 -0.147
C 1.5662 2.3460 0.9155 -2.4 3.4 0.6 -0.118
C 0.2245 1.5206 0.9064 -2.1 2.9 0.7 0.079
C -1.1741 2.1675 1.1559 3.0 1.0 0.1 -0.116
C -2.5608 1.3813 1.1381 0.3 1.0 -0.9 -0.236
S -2.8753 0.3376 2.6420 1.6 -0.5 4.7 0.750
O -3.3021 1.1574 3.8578 0.9 -1.7 -4.0 -0.430
O -1.7266 -0.5999 2.9216 -2.8 2.3 -1.5 -0.406
C -1.2548 3.7373 1.4148 1.0 0.1 0.0 -0.235
N -2.4195 4.5617 1.6768 5.7 -0.2 -0.6 -0.254
S -1.7270 6.1295 1.8601 1.2 -2.0 -0.7 0.891
N -0.0220 5.9781 1.6098 -3.3 -5.1 -0.1 -0.256
C 0.0992 4.5427 1.3918 0.7 0.8 -0.1 -0.288
C 1.5051 3.9013 1.1500 -2.1 -4.2 -0.3 0.040
H 3.7162 2.2613 1.4682 -1.2 -1.0 -1.3 0.105
H 3.4596 2.0455 -0.3348 -0.9 -1.0 1.5 0.148
H 0.2333 0.3972 0.7116 0.1 1.8 0.3 0.113
H -2.6203 0.6978 0.2178 0.1 0.8 1.5 0.123
H -3.4217 2.1580 1.1002 1.4 -1.4 0.1 0.112
H -4.0051 -0.4522 2.3280 1.0 0.8 -0.3 0.089
H 2.4954 4.4896 1.1601 -2.0 -0.8 0.0 0.113
C -0.1154 -3.3792 -0.5135 -0.3 0.3 0.3 -0.089
C 1.1811 -3.1909 -1.2807 0.2 -0.2 -0.2 -0.291
O 1.1986 -3.8404 -2.5409 -0.6 -0.8 0.6 -0.126
C 0.4931 -3.2260 -3.6614 0.9 2.1 -0.1 -0.533
O 0.8504 -1.9677 -3.8174 -0.9 -0.6 -0.2 -0.198
C -1.0691 -3.4287 -3.6077 0.6 -0.3 0.4 -0.537
F -1.3890 -4.6548 -3.1030 -0.3 0.0 0.0 0.082
F -1.6112 -3.4005 -4.8526 0.1 0.1 0.2 0.093
F -1.7490 -2.5212 -2.8725 -0.1 -0.1 -0.3 0.090
H -0.4820 -4.4048 -0.6014 0.1 0.0 0.0 0.073
H 0.0335 -3.1457 0.5463 0.1 -0.1 0.0 0.063
H -0.8934 -2.7094 -0.8749 0.0 -0.1 0.0 0.051
H 1.9771 -3.6694 -0.7002 0.1 -0.1 -0.1 0.105
H 1.4555 -2.1348 -1.3535 -0.2 0.0 -0.3 0.085
H 0.7695 -3.9228 -4.4739 0.1 -0.3 -0.2 0.127
```
Positions in Å, forces in eV/Å.

Output
* E_tot: -126768.6833 eV
* total charge: -1
* strongest force on any atom: 0.118 Eh/bohr
* Kohn-Sham gap: 3.4699 eV



The following is a DFT calculation (wB97M-V/def2-TZVPD) of C13H13Cl5F2RuS3 as an isolated structure.

XYZ file:
```
37
Properties=species:S:1:pos:R:3:forces:R:3:lowdin_charge:R:1
Ru 0.4767 -0.2103 -0.5285 -2.3 -1.7 -0.3 0.823
C -1.9178 0.1864 1.8970 0.2 0.0 -0.2 -0.452
C -1.4498 -1.1840 2.3432 0.1 0.0 -0.1 -0.438
S -0.5914 -2.1099 1.0195 0.9 1.4 -0.6 0.946
C 0.8943 -2.7196 1.8837 0.0 0.0 0.0 -0.459
C 1.7945 -1.6471 2.4589 0.0 0.1 -0.2 -0.441
S 2.3026 -0.4246 1.1938 -0.1 -0.1 -0.2 0.925
C 2.0128 1.1769 2.0231 0.0 -0.2 -0.1 -0.449
C 0.5974 1.4266 2.5103 -0.2 -0.1 -0.2 -0.432
S -0.6565 1.2917 1.1755 0.4 0.1 -0.3 0.910
H -2.3622 0.7223 2.7361 0.0 0.0 0.0 0.109
H -2.6636 0.1128 1.1051 -0.1 0.0 0.0 0.095
H -2.3230 -1.7758 2.6181 0.0 -0.1 0.0 0.107
H -0.7937 -1.1357 3.2090 0.0 0.0 0.0 0.078
H 1.4139 -3.3121 1.1301 0.0 0.0 0.0 0.096
H 0.5620 -3.3972 2.6708 -0.1 -0.1 0.0 0.111
H 2.7110 -2.1081 2.8259 0.0 0.0 0.1 0.104
H 1.3319 -1.1139 3.2861 0.0 0.0 0.0 0.075
H 2.3078 1.9085 1.2690 0.1 0.0 0.0 0.090
H 2.7147 1.2467 2.8543 0.0 0.0 0.0 0.109
H 0.5334 2.4462 2.8902 0.0 0.0 0.0 0.104
H 0.3076 0.7544 3.3153 0.0 0.0 0.0 0.076
Cl 0.1775 3.0848 -1.6045 0.2 0.2 0.4 0.752
C -0.7549 1.9155 -2.4259 0.0 -1.1 0.7 -0.696
C -0.6441 0.5587 -2.0257 -0.2 0.6 0.1 -0.358
C -1.2250 -0.4150 -2.8468 0.2 1.0 0.4 -0.705
Cl -0.8481 -2.0280 -2.3811 0.6 -0.2 0.6 0.800
C -1.9650 -0.1173 -3.9597 -0.2 0.9 -0.2 -0.703
Cl -2.6267 -1.3392 -4.9265 -0.1 -0.2 -0.1 0.795
C -2.1455 1.2653 -4.2853 0.5 -0.3 0.6 -0.666
Cl -3.0542 1.6790 -5.6337 -0.2 0.1 -0.3 0.821
C -1.5266 2.2816 -3.5140 -0.4 -0.7 -0.6 -0.705
Cl -1.6927 3.9141 -3.9507 0.0 0.1 0.0 0.783
F 2.6691 0.8295 -1.5354 -0.4 -0.3 -0.1 0.000
C 2.0352 -0.3324 -1.8780 1.3 0.5 -0.2 -0.412
F 1.6827 -0.2502 -3.1661 -0.1 -0.1 0.6 0.070
H 2.7153 -1.1806 -1.7534 -0.2 -0.1 0.2 0.136
```
Positions in Å, forces in eV/Å.

Output
* E_tot: -116808.0499 eV
* total charge: +2
* energy relative to the best compared isomer or geometry (same formula, charge and spin): 154.2 kJ/mol
* strongest force on any atom: 0.056 Eh/bohr
* Kohn-Sham gap (alpha / beta): 4.9744 / 5.1064 eV



The following is a DFT calculation (wB97M-V/def2-TZVPD) of C13H13CuF5N2Si as an isolated structure.

XYZ file:
```
35
Properties=species:S:1:pos:R:3:forces:R:3:lowdin_spin:R:1
C 0.6987 4.3953 0.1594 0.1 0.8 1.3 0.030
Si 0.4405 2.8294 -0.9675 1.5 2.1 -1.4 0.034
C -0.4224 3.4784 -2.6089 -0.2 -1.0 -0.7 0.042
C 2.1636 2.1782 -1.5000 1.1 -1.1 0.0 -0.003
C -0.7616 1.5375 -0.2150 -3.9 -2.1 1.9 0.341
C -2.3080 2.0970 0.0958 -0.5 -3.6 1.2 0.079
C -3.4709 1.1335 0.7393 4.7 -1.1 -1.2 -0.054
C -3.0549 -0.4299 1.0313 0.6 2.4 -0.8 0.379
C -1.5402 -1.0690 0.7205 -0.4 0.6 0.0 0.026
N -1.3923 -2.5338 1.0350 5.7 4.1 -2.8 0.033
C 0.0184 -2.9195 0.6910 -0.4 1.7 -0.3 -0.003
C 0.4057 -4.5322 0.9100 -3.3 1.0 -0.7 -0.001
F 1.4253 -4.8579 -0.1246 -2.0 0.6 2.4 0.000
F -0.8239 -5.3451 0.5818 4.8 2.6 1.4 0.000
C 1.0117 -4.8527 2.3991 1.2 -3.1 3.2 0.000
F 1.5005 -6.2808 2.3557 -1.6 4.9 0.0 0.000
F 2.1887 -4.0318 2.7715 -4.5 -2.6 -1.7 0.000
F -0.0185 -4.8191 3.4893 3.9 0.4 -4.5 0.000
C 1.2129 -1.9674 0.1344 -3.5 1.6 0.6 0.018
N 0.9868 -0.5122 -0.1481 -4.1 -4.0 2.0 0.027
C -0.4168 -0.0508 0.1228 0.2 -1.6 0.4 0.040
H 1.4251 4.1929 1.0684 -1.5 0.3 -1.8 0.001
H 1.1965 5.2731 -0.4699 -1.2 -2.0 1.1 0.003
H -0.3112 4.7730 0.6183 1.9 -0.5 -0.9 -0.001
H 0.1986 4.3951 -2.9875 -1.4 -1.6 0.8 0.005
H -1.5667 3.6988 -2.4601 2.3 -0.2 -0.6 0.000
H -0.2624 2.5982 -3.3994 -0.6 2.0 1.5 0.000
H 2.0149 1.4079 -2.3681 0.4 1.4 1.5 0.000
H 2.8670 3.0567 -1.8952 -1.7 -1.9 1.0 0.000
H 2.6971 1.5973 -0.6087 -1.0 1.4 -2.0 0.000
H -2.6061 3.2211 -0.1547 0.9 -2.7 0.6 0.000
H -4.5372 1.5733 0.9664 2.3 -1.2 -0.5 -0.004
H -3.8869 -1.1327 1.4974 2.0 1.5 -1.1 0.011
H 2.2842 -2.4327 -0.0628 -2.5 1.4 0.5 0.000
Cu 2.6439 -5.6688 -1.4169 0.4 -0.5 -0.4 0.000
```
Positions in Å, forces in eV/Å.

Output
* E_tot: -82744.6762 eV
* multiplicity: 2
* total charge: +2
* strongest force on any atom: 0.147 Eh/bohr
* ⟨S²⟩: 0.82
* Kohn-Sham gap (alpha / beta): 6.7478 / 5.7886 eV



The following is a DFT calculation (wB97M-V/def2-TZVPD) of C13H13FeI2N2O2 as an isolated structure.

XYZ file:
```
33
Properties=species:S:1:pos:R:3:forces:R:3:lowdin_spin:R:1
Fe 0.1645 -0.2225 -2.1954 0.7 0.0 1.0 3.626
I -2.9723 4.0436 3.2899 0.0 0.0 0.0 0.003
C -2.4126 2.8531 1.6780 0.0 0.0 0.0 0.012
C -3.3316 1.9850 1.1052 0.0 0.0 0.0 -0.002
C -2.9552 1.2117 0.0202 0.0 0.0 0.0 0.013
I -4.3030 -0.1384 -0.8142 0.0 0.0 0.0 0.002
C -1.6719 1.3021 -0.5263 0.1 -0.1 0.1 0.012
O -1.3397 0.5730 -1.5857 -0.5 0.2 -0.5 0.165
C -0.7401 2.1520 0.0906 0.1 0.1 0.0 0.012
C 0.6620 2.2657 -0.4527 -0.2 0.0 0.0 0.004
N 1.2941 0.9393 -0.6660 0.1 -0.2 -0.4 0.054
C 1.4770 0.1612 0.5636 0.0 -0.1 0.0 0.004
C 1.1371 -1.3064 0.4100 0.0 0.1 0.0 0.006
C 1.4633 -2.2098 1.4131 0.0 0.0 0.0 0.001
C 1.0636 -3.5268 1.2942 0.0 0.0 0.0 0.002
C 0.3381 -3.9177 0.1754 0.0 0.0 0.0 0.001
C 0.0624 -2.9702 -0.7845 0.0 0.0 0.1 0.006
N 0.4647 -1.6916 -0.6791 0.1 -0.2 -0.2 0.038
C -1.1215 2.9233 1.1814 0.0 -0.1 0.0 -0.002
H -4.3328 1.9027 1.5040 0.0 0.0 0.0 0.000
H 0.6494 2.7681 -1.4239 0.0 0.0 0.0 0.001
H 1.2651 2.8751 0.2257 0.0 0.0 0.0 0.002
H 2.1893 1.0693 -1.1231 0.1 0.1 0.2 0.001
H 2.4929 0.2562 0.9544 0.0 0.0 0.0 0.001
H 0.8072 0.5668 1.3262 0.0 0.0 0.0 0.000
H 2.0145 -1.8726 2.2809 0.0 0.0 0.0 0.000
H 1.3054 -4.2426 2.0684 0.0 0.0 0.0 0.000
H -0.0102 -4.9329 0.0538 0.0 0.0 0.0 0.000
H -0.5116 -3.2220 -1.6676 0.0 0.0 0.0 0.001
H -0.3993 3.5834 1.6459 0.0 0.0 0.0 0.000
O 2.1613 -0.8327 -2.9430 -0.3 0.1 -0.2 0.033
H 2.4740 -1.6957 -2.6439 0.0 0.0 0.0 0.001
H 2.6159 -0.6496 -3.7753 0.0 0.0 0.0 0.003
```
Positions in Å, forces in eV/Å.

Output
* E_tot: -71350.6733 eV
* multiplicity: 5
* total charge: +1
* strongest force on any atom: 0.023 Eh/bohr
* ⟨S²⟩: 6.01
* Kohn-Sham gap (alpha / beta): 6.7718 / 6.5677 eV